Entry 1:
C4H8N2O | wB97M-V/def2-TZVPD

SMILES ... C[C@@H](O)C(N)=C=N
Orbital gap ... 8.17 eV
Lowest unoccupied orbital energy ... 0.026 hartree
Highest occupied orbital energy ... -7.45 eV

Each line ends with the Löwdin charge.
Atoms and positions in Å:
C 1.1643 0.3905 -1.3292  -0.04
C 0.6810 -0.5358 -0.2179  -0.43
O 1.7257 -0.9466 0.6040  -0.01
C -0.5250 0.0019 0.5224  -0.31
N -0.4241 0.3512 1.8800  0.08
C -1.6372 -0.1507 -0.1689  -0.15
N -2.8008 -0.1687 -0.5701  0.13
H 1.4955 1.3368 -0.9007  0.08
H 0.3624 0.5786 -2.0380  0.07
H 1.9926 -0.0709 -1.8636  0.08
H 0.1433 -1.4351 -0.7333  0.17
H 1.9148 -0.2546 1.2500  0.09
H -1.3191 0.3878 2.3489  0.09
H 0.3370 -0.0623 2.4056  0.08
H -3.1102 0.5781 -1.1892  0.06

Entry 2:
C4H8N2O | wB97M-V/def2-TZVPD

SMILES ... C/C=C(C)\N=N\O
Orbital gap ... 9.03 eV
Lowest unoccupied orbital energy ... 0.012 hartree
Highest occupied orbital energy ... -8.70 eV

Each line ends with the Löwdin charge.
Atoms and positions in Å:
C -0.9705 1.6856 -0.0014  -0.11
C 0.1160 0.8058 -0.5446  -0.09
C 0.6510 -0.2902 0.1076  -0.39
C 2.0445 -0.7944 -0.1111  -0.05
N -0.2712 -1.1147 0.6549  0.03
N -1.1698 -1.2903 -0.2535  0.01
O -2.3703 -1.6995 0.3148  -0.03
H -1.7723 1.7858 -0.7385  0.07
H -1.4020 1.3063 0.9269  0.07
H -0.5737 2.6868 0.1958  0.07
H 0.7254 1.2951 -1.3055  0.10
H 2.2033 -1.7365 0.4195  0.07
H 2.7789 -0.0633 0.2385  0.07
H 2.2295 -0.9912 -1.1726  0.09
H -2.2188 -1.5851 1.2690  0.09

Entry 3:
C4H8N2O | wB97M-V/def2-TZVPD

SMILES ... CCNN=O.C#C
Orbital gap ... 10.35 eV
Lowest unoccupied orbital energy ... 0.030 hartree
Highest occupied orbital energy ... -9.54 eV

Each line ends with the Löwdin charge.
Atoms and positions in Å:
C 1.1051 0.2199 -2.2953  -0.08
C -0.3361 0.2427 -1.8031  -0.20
N -0.3690 -0.2042 -0.4190  -0.02
N 0.0278 0.5490 0.5932  -0.10
O 0.4910 1.6181 0.2469  -0.05
H 1.3573 -0.8728 -2.4600  0.11
H 1.3970 0.8536 -3.0592  0.06
H 1.6547 0.6225 -1.5686  0.01
H -0.9465 -0.4890 -2.3256  0.12
H -0.5223 1.3186 -1.7762  0.11
H -0.6410 -1.1006 -0.2102  0.11
C -1.1195 -0.3258 3.3579  -0.02
C -0.6571 -1.1443 4.1194  -0.01
H -0.8830 0.2899 2.5182  -0.03
H -0.5584 -1.5775 5.0816  0.01